{
  "formula": "C31H80Cl2O30P6",
  "method": "ωB97M-V/def2-TZVPD",
  "elements": ["C", "Cl", "Cl", "H", "H", "C", "O", "P", "O", "O", "C", "O", "C", "H", "H", "H", "H", "H", "H", "H", "H", "H", "C", "O", "P", "O", "O", "C", "O", "C", "H", "H", "H", "H", "H", "H", "H", "H", "H", "C", "O", "P", "O", "O", "C", "O", "C", "H", "H", "H", "H", "H", "H", "H", "H", "H", "C", "O", "P", "O", "O", "C", "O", "C", "H", "H", "H", "H", "H", "H", "H", "H", "H", "C", "O", "P", "O", "O", "C", "O", "C", "H", "H", "H", "H", "H", "H", "H", "H", "H", "C", "O", "P", "O", "O", "C", "O", "C", "H", "H", "H", "H", "H", "H", "H", "H", "H", "O", "C", "O", "C", "C", "C", "H", "H", "H", "H", "H", "H", "H", "H", "O", "C", "O", "C", "C", "C", "H", "H", "H", "H", "H", "H", "H", "H", "O", "C", "O", "C", "C", "C", "H", "H", "H", "H", "H", "H", "H", "H"],
  "coordinates": [[-1.54958, -3.81383, 2.64113], [-0.23698, -2.88745, 3.38837], [-1.53690, -5.52709, 3.06536], [-2.49447, -3.39196, 2.96827], [-1.46470, -3.69027, 1.56785], [-2.68004, 3.78693, -2.20760], [-2.10323, 4.88897, -1.46967], [-0.81912, 4.64192, -0.50851], [-0.49791, 5.85017, 0.24938], [-1.10221, 3.24611, 0.21109], [-1.75275, 3.14982, 1.47452], [0.31569, 4.27102, -1.53523], [0.83022, 2.97696, -1.81077], [-2.40683, 3.98154, -3.24571], [-3.75352, 3.77517, -2.03157], [-2.20389, 2.85960, -1.88533], [-1.46789, 2.15148, 1.81782], [-2.83791, 3.23486, 1.48778], [-1.31466, 3.83329, 2.20468], [1.05087, 2.90070, -2.87681], [0.15828, 2.15003, -1.58980], [1.79612, 2.86159, -1.31562], [-5.65592, 0.09565, -3.56131], [-5.56803, -1.26373, -3.16825], [-6.87674, -2.18242, -2.99097], [-7.98311, -1.89818, -3.91349], [-6.28689, -3.64102, -3.08143], [-4.91203, -3.98433, -2.88253], [-7.27499, -2.03657, -1.43690], [-7.81253, -0.80590, -0.98618], [-4.64605, 0.47860, -3.70662], [-6.10077, 0.70537, -2.77195], [-6.20262, 0.29668, -4.48183], [-4.31100, -3.10512, -2.65137], [-4.52573, -4.38080, -3.81826], [-4.84686, -4.65508, -2.02932], [-7.11311, -0.23809, -0.36816], [-8.71283, -0.96065, -0.39336], [-8.08156, -0.17436, -1.83742], [-2.07881, 0.21486, 4.02497], [-3.46411, 0.52003, 3.82866], [-4.17415, -0.10714, 2.54496], [-3.77457, -1.48074, 2.22650], [-5.71757, 0.16153, 2.78108], [-6.25902, 1.31845, 3.39891], [-3.79815, 1.00135, 1.46061], [-4.12359, 0.89549, 0.07754], [-1.92849, 0.09872, 5.09862], [-1.43937, 1.01737, 3.66053], [-1.86678, -0.76391, 3.59981], [-7.15402, 1.04873, 3.95183], [-6.62940, 2.00973, 2.63084], [-5.50616, 1.90120, 3.92519], [-4.76252, 0.02621, -0.08580], [-3.18202, 0.74249, -0.45889], [-4.54143, 1.79032, -0.38344], [2.47299, -7.52328, -2.62435], [2.17999, -6.42009, -1.78970], [2.31264, -4.91661, -2.25212], [2.40648, -4.69451, -3.70131], [1.01147, -4.24992, -1.62090], [0.73309, -4.29894, -0.21225], [3.56520, -4.33822, -1.41705], [4.36500, -3.34444, -2.03457], [1.70777, -7.76249, -3.35829], [2.54721, -8.40840, -1.98631], [3.46979, -7.47333, -3.06282], [1.03133, -5.24082, 0.24235], [-0.34571, -4.15824, -0.16041], [1.20132, -3.43808, 0.26574], [5.19756, -3.13574, -1.36283], [3.84774, -2.39411, -2.17818], [4.78612, -3.61017, -3.00390], [2.06054, 2.82009, 2.46411], [1.53727, 4.15364, 2.48431], [2.33873, 5.33439, 3.17263], [1.72275, 6.64401, 2.94136], [3.81108, 5.17377, 2.56728], [4.83383, 6.12881, 2.83473], [2.53556, 4.87750, 4.71467], [1.33737, 4.93193, 5.48655], [2.54238, 2.57620, 3.41665], [2.84939, 2.73225, 1.72063], [1.23788, 2.11714, 2.37832], [5.47450, 6.31738, 1.97749], [5.48509, 5.75034, 3.62558], [4.36014, 7.04808, 3.17961], [1.38827, 5.66764, 6.29215], [1.15237, 3.99422, 6.01007], [0.47971, 5.22536, 4.88273], [0.64611, -1.23028, 7.01731], [0.63262, -0.46459, 5.80459], [1.93897, 0.23610, 5.20594], [1.80909, 0.87681, 3.88955], [3.05839, -0.87542, 5.31245], [3.71383, -1.43659, 4.17890], [2.33304, 1.21417, 6.40610], [2.47226, 2.61834, 6.16370], [-0.24388, -0.91527, 7.55472], [1.52275, -1.00938, 7.62829], [0.67683, -2.29257, 6.78425], [4.67368, -1.84355, 4.48267], [3.88132, -0.70996, 3.38138], [3.05657, -2.20755, 3.76784], [1.56226, 3.08111, 5.78404], [3.24224, 2.72125, 5.39545], [2.81973, 3.16399, 7.03588], [-0.95546, 0.07747, -1.31089], [-1.36903, -0.74135, -0.54010], [-0.91850, -0.95472, 0.68832], [0.31909, -0.38728, 1.12789], [1.61765, -0.85510, 0.46998], [-2.43466, -1.74589, -0.89625], [0.26505, -0.55874, 2.19757], [0.36291, 0.70325, 1.05611], [1.49369, -1.05808, -0.59317], [2.09149, -1.65468, 1.03783], [2.29741, -0.00153, 0.48541], [-3.13638, -1.34370, -1.62835], [-3.01037, -2.20633, -0.09677], [-1.91609, -2.55064, -1.43142], [4.06046, 1.16676, -4.27157], [4.28727, 0.22014, -3.55947], [5.11004, -0.78284, -3.82396], [6.05078, -0.66043, -4.89168], [5.71866, -1.72462, -5.94913], [3.49292, 0.01601, -2.29033], [6.99095, -0.97004, -4.43268], [6.15215, 0.32311, -5.34007], [5.82366, -2.71467, -5.51058], [6.24178, -1.62221, -6.89719], [4.66493, -1.59486, -6.21643], [3.94448, 0.50980, -1.43311], [3.38693, -1.04664, -2.06596], [2.47238, 0.34396, -2.48146], [0.23381, 1.45873, -4.14571], [1.11659, 1.17247, -4.91075], [1.27305, -0.05557, -5.42999], [0.29326, -1.02517, -5.05272], [0.58629, -1.63638, -3.68180], [2.22516, 2.09074, -5.29755], [0.44025, -1.85013, -5.75643], [-0.74463, -0.76741, -5.26195], [1.63229, -1.76263, -3.41014], [0.12675, -2.62390, -3.75480], [0.13614, -1.09100, -2.84892], [3.12753, 1.53838, -5.55600], [2.46968, 2.85360, -4.56581], [1.92935, 2.60589, -6.21724]],
  "forces_ev_per_angstrom": [[-0.464, 0.242, -0.094], [0.121, -0.260, 0.153], [0.171, 0.016, -0.058], [0.091, 0.064, 0.039], [0.071, -0.114, 0.042], [1.184, 0.570, 0.155], [0.000, -0.357, 0.982], [-0.288, 1.019, -1.197], [-0.511, -0.697, 0.222], [-0.202, 0.514, -0.067], [0.942, -0.512, 0.991], [-0.101, -0.279, 0.138], [0.841, -0.356, -0.654], [-0.423, -0.286, -0.080], [0.008, 0.011, -0.123], [-0.302, -0.186, -0.142], [-0.399, 0.038, -0.013], [0.086, 0.135, -0.532], [-0.039, 0.333, -0.263], [-0.285, 0.376, 0.299], [-0.054, 0.201, 0.274], [-0.107, -0.069, 0.431], [0.201, 1.051, 0.104], [-0.331, -0.366, -0.115], [-0.370, 0.121, 0.035], [0.572, 0.029, 0.382], [-0.215, 0.513, 0.088], [0.279, 0.554, 0.210], [0.555, -0.479, -0.391], [-0.397, 0.875, -0.198], [0.115, -0.279, 0.035], [-0.091, -0.095, 0.051], [-0.190, -0.558, -0.014], [-0.127, 0.029, 0.014], [-0.084, -0.399, 0.154], [0.001, -0.307, -0.260], [0.247, -0.315, -0.021], [0.039, -0.323, -0.077], [-0.142, -0.036, 0.067], [0.059, -0.504, 0.795], [-0.643, -0.121, -0.551], [0.194, 1.207, 0.160], [-0.551, 0.120, -0.086], [0.367, -1.108, 0.213], [-0.324, 1.186, -0.909], [-0.109, 0.272, 0.131], [0.759, -0.836, -0.593], [-0.013, 0.232, -0.031], [-0.036, -0.125, -0.184], [0.283, 0.239, -0.310], [0.393, -0.224, 0.492], [0.134, -0.236, -0.215], [-0.111, -0.388, 0.544], [-0.111, 0.118, -0.188], [-0.257, -0.027, 0.037], [-0.337, 0.211, 0.750], [0.779, -1.392, 0.241], [-0.098, 0.316, 0.400], [-0.100, 0.525, -0.694], [0.009, -0.084, 0.535], [0.692, -0.268, -0.071], [-0.294, 0.519, -0.295], [-0.853, -0.785, -0.298], [0.806, 0.914, -0.088], [-0.052, 0.588, -0.152], [-0.247, 0.224, 0.248], [-0.180, 0.478, -0.347], [0.000, -0.015, -0.015], [0.024, -0.213, 0.204], [0.102, -0.277, 0.104], [-0.050, -0.143, 0.107], [-0.045, -0.941, 0.046], [-0.280, -0.449, 0.030], [0.732, 0.548, 0.605], [0.181, 0.432, 0.063], [0.148, 0.398, -1.153], [0.242, -0.552, 0.700], [-0.350, -0.602, 0.097], [-0.006, 0.298, 0.894], [-0.239, 0.172, -0.301], [-1.319, 2.000, 0.530], [-0.216, 0.597, -0.483], [-0.282, -0.062, -0.513], [0.125, 0.461, -0.505], [-0.433, -0.146, -0.349], [-0.118, -0.049, 0.075], [0.232, 0.180, -0.159], [0.462, 0.312, -0.235], [-1.228, 2.893, -0.337], [-0.045, -0.114, -0.127], [0.367, 0.275, 0.153], [0.481, 0.290, -1.066], [-0.034, -0.020, 1.366], [-0.578, -1.835, 1.194], [0.203, 0.198, 0.251], [-0.416, -0.173, -0.721], [-0.179, -0.452, 0.139], [1.347, -1.418, -1.116], [-0.059, -0.376, 0.094], [-0.028, 0.163, -0.060], [-0.321, 0.016, -0.059], [-0.131, -0.073, 0.213], [-0.057, 0.206, 0.225], [0.301, -0.181, 0.017], [1.375, -3.317, -0.081], [-0.079, 0.268, 0.178], [-0.178, -0.384, 0.399], [0.369, 0.557, -0.015], [-0.680, -0.753, -0.109], [0.501, -0.458, 0.232], [0.367, 1.252, 0.498], [-0.222, 0.265, 0.252], [-0.280, -0.430, -0.748], [0.454, -0.250, 0.002], [-0.836, 0.006, -0.451], [-0.145, -0.431, 0.079], [-0.031, -0.253, -0.339], [0.080, -0.016, 0.187], [0.141, 0.223, 0.053], [0.271, 0.317, 0.388], [0.106, -0.004, 0.056], [2.896, -0.855, 1.608], [-1.278, 0.198, 0.439], [0.295, 0.151, 0.242], [0.924, -1.426, -0.896], [-1.091, 0.590, 0.244], [-0.269, -0.681, -0.273], [0.143, 0.438, -0.005], [-0.409, 0.222, 0.392], [0.133, -0.084, -0.219], [0.489, -0.009, 0.254], [-0.025, -0.129, 0.062], [-0.036, 0.185, -0.064], [0.161, 0.728, 0.115], [0.095, 0.514, 0.184], [-0.727, -0.303, -0.263], [0.722, 0.244, 0.598], [-0.406, 0.322, -0.371], [0.920, -1.556, -0.199], [-1.186, 0.144, 0.227], [-0.560, 0.597, -2.159], [0.386, 0.216, -0.169], [0.074, 0.793, 0.615], [0.163, -0.088, -0.687], [0.164, -0.126, 0.488], [-0.120, 0.061, -0.283], [-1.119, 0.487, -0.615], [-0.274, -0.184, 0.136], [-0.375, 0.138, 0.011]],
  "mulliken_charge": [0.496, -0.034, -0.199, 0.241, -0.498, -0.019, -0.415, 0.379, -0.737, 0.487, -0.587, -0.326, 0.867, 0.300, 0.237, -0.257, -0.194, 0.382, 0.265, -0.126, -0.448, 0.329, -0.774, 0.058, 0.781, -0.697, -0.402, 0.055, -0.261, -0.606, 0.227, 0.300, 0.351, -0.268, 0.301, 0.285, 0.144, 0.310, 0.359, 0.226, -0.484, 0.765, -0.626, -0.341, -0.727, 0.114, 0.133, 0.141, 0.045, -0.174, 0.283, 0.254, 0.315, 0.210, -0.519, 0.335, -0.776, -0.358, 0.534, -0.692, 0.079, -0.152, -0.279, 0.131, 0.303, 0.268, 0.317, 0.562, -0.082, -0.021, 0.433, 0.407, 0.281, 0.722, 0.564, 0.223, -0.675, -0.362, -0.811, -0.292, -0.761, -0.011, 0.333, -0.501, 0.241, 0.270, 0.351, 0.324, 0.553, 0.307, -0.805, -0.022, -0.186, 0.339, -0.394, -0.573, -0.464, -0.837, 0.275, 0.304, 0.259, 0.333, 0.199, 0.242, 0.081, 0.408, 0.430, -0.702, 0.220, 1.223, 1.367, -0.590, -1.306, -0.486, -1.223, -0.338, 0.238, 0.293, 0.078, 0.335, 0.586, -0.718, 0.084, -0.242, -0.322, -0.982, 0.827, 0.270, 0.382, 0.271, 0.376, 0.243, 0.687, -1.281, -0.636, -0.550, 0.806, -0.372, -0.836, 0.422, -1.051, 0.434, 0.276, -0.171, 0.461, -0.361, 0.365, 0.238, 0.408],
  "max_force_ev_per_a": 3.59,
  "total_energy_ev": -175658.0848,
  "homo_lumo_gap_ev": 9.768,
  "homo_ev": -9.550,
  "de_lowest_kcal_mol": 0.0,
  "smiles": "COP(=O)(OC)OC.COP(=O)(OC)OC.COP(=O)(OC)OC.COP(=O)(OC)OC.COP(=O)(OC)OC.COP(=O)(OC)OC.CCOC(C)=O.CCOC(C)=O.CCOC(C)=O.ClCCl"
}